Record 1
The following is a quantum chemistry calculation of a structure of composition C20H32FeN2O3P, from the Open Molecules 2025 dataset.

Each line ends with the Mulliken spin population.
Element x y z (Å)
O -3.706 1.343 2.735  -0.007
C -3.128 0.334 2.920  0.166
Fe -2.630 -1.461 3.371  2.369
C -3.644 -1.846 4.821  -0.063
O -4.132 -1.780 5.888  -0.013
C -1.566 -0.622 4.507  -0.003
O -0.860 -0.083 5.268  -0.044
C -0.420 -1.155 0.900  0.462
C 0.613 -1.854 1.770  0.043
C 0.195 -2.921 2.819  0.012
C -1.151 -2.797 3.548  0.169
C -2.272 -3.389 2.796  -0.055
C -2.534 -2.735 1.597  0.094
C -1.900 -1.463 1.265  0.268
H -0.332 -0.010 1.022  0.025
H 1.354 -2.376 1.113  0.007
H 1.233 -1.107 2.294  0.002
H 0.178 -3.899 2.310  0.003
H 0.979 -3.000 3.584  0.005
H -1.057 -3.081 4.615  -0.014
H -2.824 -4.276 3.176  -0.033
H -3.297 -3.081 0.894  0.058
H -2.653 -0.829 0.727  0.031
C -2.236 2.263 -3.069  0.005
C -1.575 1.004 -2.520  -0.016
C -2.488 0.360 -1.482  0.016
C -1.360 0.027 -3.681  0.006
N -0.281 1.335 -1.921  0.057
C 0.136 2.694 -1.680  0.005
C 1.606 2.669 -1.279  0.019
N 2.025 1.282 -1.108  0.042
C 3.467 0.930 -1.086  -0.016
C 4.340 2.172 -1.265  0.005
C 3.828 -0.027 -2.226  0.004
C 3.775 0.296 0.275  0.005
P 0.869 0.179 -1.617  0.575
H 0.134 -0.816 -0.411  -0.149
H -1.588 2.745 -3.825  0.000
H -3.164 1.972 -3.589  0.000
H -2.507 2.987 -2.278  0.000
H -2.134 -0.643 -1.232  -0.010
H -2.517 0.944 -0.549  0.007
H -3.512 0.274 -1.877  0.000
H -0.945 -0.932 -3.344  -0.013
H -2.332 -0.146 -4.164  0.003
H -0.678 0.470 -4.426  -0.011
H 0.020 3.304 -2.589  -0.006
H -0.460 3.201 -0.909  0.001
H 2.193 3.175 -2.067  -0.001
H 1.758 3.277 -0.371  0.003
H 4.230 2.910 -0.450  0.000
H 5.397 1.855 -1.279  0.000
H 4.168 2.656 -2.243  0.000
H 3.313 -0.990 -2.135  -0.001
H 3.590 0.425 -3.202  -0.017
H 4.916 -0.191 -2.197  0.004
H 3.243 -0.653 0.407  0.004
H 4.861 0.126 0.349  -0.002
H 3.460 0.954 1.098  -0.001

Calculated values
Total charge: -1
Expectation value of S²: 6.120
HOMO (spin up / spin down) in Ha: -0.035 / -0.123
Multiplicity: 5
LUMO (spin up / spin down) in eV: 2.493 / 2.449

Record 2
The following is a quantum chemistry calculation of a structure of composition C20H32IrN5O5S3, from the Open Molecules 2025 dataset.

Each line ends with the Mulliken spin population.
Element x y z (Å)
Ir -0.721 0.492 0.168  2.791
C -3.354 3.638 1.916  0.013
C -2.957 2.360 1.230  0.060
O -1.914 1.790 1.607  0.159
C -3.837 1.872 0.212  0.216
C -3.776 0.626 -0.371  -0.094
C -4.784 0.179 -1.389  0.023
N -2.818 -0.258 -0.016  0.404
N -2.930 -1.498 -0.392  0.342
C -1.856 -2.281 -0.156  0.047
O -0.797 -1.841 0.367  0.217
C -1.975 -3.682 -0.597  0.007
C -3.003 -4.049 -1.470  0.045
C -3.064 -5.341 -1.960  -0.017
C -2.113 -6.276 -1.575  0.033
C -1.099 -5.918 -0.697  -0.009
C -1.027 -4.627 -0.206  0.023
H -2.645 3.872 2.705  -0.001
H -4.352 3.537 2.345  0.003
H -3.383 4.453 1.193  0.005
H -4.641 2.528 -0.090  0.009
H -5.486 0.971 -1.633  -0.002
H -5.320 -0.687 -1.002  -0.005
H -4.251 -0.141 -2.285  -0.003
H -3.734 -3.309 -1.755  0.003
H -3.855 -5.622 -2.643  0.000
H -2.160 -7.286 -1.961  0.002
H -0.362 -6.652 -0.401  0.000
H -0.255 -4.339 0.495  0.001
C 2.920 -2.047 1.149  0.000
C 3.562 -0.901 0.365  0.014
C 4.472 -0.078 1.273  -0.002
C 4.351 -1.445 -0.833  -0.002
N 2.513 0.018 -0.102  0.039
N 1.326 -0.488 -0.593  0.242
H 3.668 -2.528 1.776  0.000
H 2.511 -2.815 0.489  0.002
H 2.122 -1.675 1.792  0.000
H 5.344 -0.665 1.556  0.000
H 3.932 0.214 2.174  0.001
H 4.817 0.819 0.755  0.000
H 5.128 -2.127 -0.488  0.001
H 4.828 -0.630 -1.379  0.000
H 3.696 -1.985 -1.518  0.002
H 2.833 0.779 -0.689  0.000
H 1.213 -1.478 -0.402  -0.015
H 1.181 -0.239 -1.570  0.003
C -0.896 2.543 -3.720  -0.001
S -0.271 1.706 -2.280  0.007
O -0.653 2.494 -1.083  0.103
O 1.167 1.562 -2.422  0.001
O -0.961 0.396 -2.209  0.119
H -0.256 3.392 -3.938  0.001
H -1.913 2.860 -3.507  0.002
H -0.872 1.821 -4.532  0.003
S 0.757 0.769 2.338  0.200
C 1.549 2.249 2.246  -0.019
N 2.244 2.686 3.292  0.018
C 2.892 3.984 3.225  0.001
C 2.842 4.426 1.763  0.000
S 1.649 3.323 0.898  0.004
H 2.187 2.185 4.167  0.005
H 3.921 3.894 3.574  0.000
H 2.369 4.694 3.870  0.000
H 3.805 4.328 1.267  0.000
H 2.492 5.448 1.656  0.000

Calculated values
Total charge: +1
Expectation value of S²: 8.785
ΔE to the lowest compared entry with this formula, charge and spin in eV: 1.140
HOMO (spin up / spin down) in Ha: -0.380 / -0.387
Multiplicity: 6
LUMO (spin up / spin down) in eV: -2.453 / -5.313

Record 3
The following is a quantum chemistry calculation of an isolated molecule of C20H32N2O4S, from the Open Molecules 2025 dataset.

Each line ends with the Löwdin charge.
Element x y z (Å)
C -4.663 -2.265 0.552  -0.039
C -4.601 -1.900 -0.932  -0.445
C -3.448 -2.619 -1.626  -0.034
O -4.397 -0.512 -1.155  -0.162
C -5.461 0.354 -0.804  -0.206
C -5.176 1.176 0.459  -0.147
C -4.065 2.203 0.234  -0.174
N -2.805 1.561 -0.057  0.075
C -1.708 1.719 0.712  -0.472
O -1.654 2.497 1.643  0.065
C -0.546 0.816 0.304  -0.237
C -0.739 -0.550 0.972  -0.143
C 0.415 -1.487 0.629  -0.161
C 1.748 -0.885 1.072  -0.314
C 2.903 -1.835 0.728  -0.208
N 4.173 -1.329 1.194  -0.125
S 5.469 -1.282 0.147  0.652
O 6.648 -1.416 0.952  -0.290
O 5.257 -2.185 -0.949  -0.290
C 5.346 0.395 -0.456  -0.294
C 5.731 1.427 0.377  -0.066
C 5.579 2.734 -0.053  -0.067
C 5.044 2.990 -1.307  -0.075
C 4.670 1.946 -2.137  -0.069
C 4.821 0.636 -1.709  -0.069
C 1.943 0.480 0.412  -0.157
C 0.788 1.419 0.738  -0.142
H -3.763 -1.927 1.061  0.072
H -4.740 -3.343 0.657  0.083
H -5.528 -1.812 1.031  0.074
H -5.552 -2.196 -1.408  0.143
H -3.594 -3.694 -1.576  0.082
H -3.398 -2.315 -2.668  0.082
H -2.507 -2.366 -1.145  0.067
H -5.597 1.039 -1.650  0.127
H -6.388 -0.218 -0.678  0.122
H -6.090 1.700 0.743  0.116
H -4.889 0.514 1.276  0.110
H -3.913 2.810 1.129  0.119
H -4.339 2.862 -0.599  0.122
H -2.848 0.822 -0.744  0.123
H -0.556 0.687 -0.784  0.152
H -1.684 -0.989 0.645  0.088
H -0.788 -0.409 2.054  0.134
H 0.440 -1.658 -0.450  0.125
H 0.262 -2.453 1.117  0.117
H 1.730 -0.747 2.158  0.151
H 2.996 -1.937 -0.355  0.117
H 2.700 -2.829 1.142  0.129
H 4.440 -1.585 2.128  0.115
H 6.149 1.188 1.342  0.116
H 5.875 3.552 0.586  0.107
H 4.923 4.010 -1.640  0.105
H 4.260 2.151 -3.115  0.107
H 4.549 -0.204 -2.328  0.113
H 2.010 0.347 -0.671  0.122
H 2.883 0.916 0.751  0.106
H 0.747 1.613 1.811  0.124
H 0.935 2.378 0.238  0.124

Calculated values
Structure (SMILES): CC(C)OCCCNC(=O)[C@H]1CC[C@H](CNS(=O)(=O)c2ccccc2)CC1
ΔE to the lowest compared entry with this formula, charge and spin in eV: 0.168
HOMO in Ha: -0.344
LUMO in eV: 0.722